22
Properties=species:S:1:pos:R:3:forces:R:3 method="wB97M-V/def2-TZVPD" multiplicity=5 fmax_ev_per_a=7.7 s_squared=6.012 total_charge=+3 total_energy_ev=-23841.798
O -0.636843 -1.643309 -0.192071 0.996 -0.198 1.189
C -1.370838 -2.832019 0.270381 -0.396 -0.864 0.429
C -1.451233 -1.631459 1.090963 -0.212 -0.695 0.446
O -2.234958 1.300777 -1.495076 -0.457 -0.871 -1.108
C -1.277624 2.128739 -1.431081 -0.607 4.276 1.925
O -0.114908 1.304744 -1.120525 2.192 0.157 0.535
O -1.188828 3.319141 -1.357018 0.181 -1.913 -0.582
Li 1.402176 -1.981054 0.314753 0.244 -0.437 -0.138
Rh -1.166486 -0.382427 -1.720739 -1.978 -0.917 -1.959
H -0.705830 -3.642217 0.575302 -0.263 0.044 -0.161
H -2.214716 -3.106665 -0.361600 0.146 -0.011 0.125
H -0.807578 -1.542949 1.966873 -0.297 -0.070 -0.168
H -2.390216 -1.079779 1.115311 0.284 0.285 -0.331
O 1.900425 -0.020764 0.604448 -0.691 -1.141 2.294
C 1.133572 0.632068 1.521579 1.536 3.224 -6.865
C 2.158525 0.869994 -0.502856 0.337 1.209 -0.860
O 0.877058 0.202221 2.599711 -0.823 -1.251 3.701
O 0.682039 1.768039 0.991890 -0.282 -0.893 2.734
C 0.969380 1.811141 -0.403692 0.163 -0.044 -1.750
H 2.193312 0.295235 -1.431983 -0.020 0.014 0.185
H 3.113526 1.378223 -0.338754 -0.084 -0.108 0.070
H 1.130049 2.852321 -0.695817 0.030 0.206 0.288